1.
{"formula": "C35H52OsP4S", "method": "wB97M-V/def2-TZVPD", "charge": 4, "de_lowest_kcal_mol": 27.59, "homo_energy_ha": [-0.6930, -0.6897], "s2": 6.037, "gap_ha": [0.247, 0.155], "spin_multiplicity": 5, "elements": ["Os", "P", "P", "P", "H", "C", "C", "H", "C", "C", "C", "C", "C", "C", "C", "C", "C", "H", "H", "H", "H", "H", "H", "H", "H", "H", "H", "H", "H", "H", "H", "H", "H", "H", "H", "H", "H", "H", "H", "H", "H", "H", "H", "H", "H", "H", "C", "C", "C", "C", "C", "C", "S", "H", "H", "H", "H", "H", "H", "C", "C", "C", "C", "C", "C", "P", "C", "C", "C", "C", "C", "C", "C", "C", "C", "C", "C", "C", "H", "H", "H", "H", "H", "H", "H", "H", "H", "H", "H", "H", "H", "H", "H"], "xyz": [[0.39980, -0.59388, -0.76326], [-0.92677, -1.09505, -2.58468], [2.27601, -1.52613, -0.01416], [1.78874, 0.82293, -2.38572], [-1.15533, 2.90331, 1.19681], [-0.82153, 3.12645, 0.17884], [-1.20100, 2.12578, -0.84610], [-2.15126, 1.60785, -0.76082], [-2.65383, -1.63833, -2.26973], [-0.26483, -2.54198, -3.50930], [-1.28876, 0.06948, -3.97392], [3.16412, -0.53298, 1.23526], [2.08648, -3.15684, 0.79282], [3.57368, -1.95831, -1.23180], [1.18301, 2.36413, -3.18341], [2.33194, -0.09738, -3.90144], [3.39344, 1.50678, -1.76754], [-0.97441, 4.16941, -0.08531], [-0.87398, 2.35229, -1.85979], [-3.20242, -0.82927, -1.77279], [-2.69172, -2.51911, -1.62159], [-3.16058, -1.88220, -3.21967], [0.18569, -3.23047, -2.79733], [0.49076, -2.24204, -4.24691], [-1.09075, -3.05489, -4.02936], [-1.60852, 1.02516, -3.54804], [-2.11366, -0.31117, -4.60390], [-0.43329, 0.24841, -4.63487], [3.76438, -1.19308, 1.87385], [2.43396, -0.00084, 1.86259], [3.82734, 0.20739, 0.76960], [3.03196, -3.41623, 1.29598], [1.85342, -3.91045, 0.03049], [1.27503, -3.16600, 1.52556], [4.32718, -2.59863, -0.75391], [4.07773, -1.06563, -1.62215], [3.12241, -2.51861, -2.06050], [1.97267, 2.78024, -3.82510], [0.94448, 3.11280, -2.42146], [0.30217, 2.17390, -3.79933], [3.07380, 0.49374, -4.46325], [1.48837, -0.28866, -4.57004], [2.79442, -1.05101, -3.63791], [3.48880, 2.58973, -1.90793], [4.19837, 1.02223, -2.34033], [3.54051, 1.30916, -0.70467], [1.72342, 4.38327, 0.52543], [3.04255, 4.56254, 1.01368], [3.54903, 5.84950, 1.18194], [2.79421, 6.97722, 0.91235], [1.51471, 6.80867, 0.45030], [0.97019, 5.54412, 0.24053], [1.04908, 2.73086, 0.24737], [0.54370, -2.07418, -1.08035], [3.67746, 3.69625, 1.25182], [4.54774, 6.01177, 1.56666], [3.16633, 7.99159, 1.09420], [0.92074, 7.68852, 0.27212], [-0.03732, 5.51549, -0.14604], [-1.62523, -5.62070, 1.80930], [-1.38571, -5.16856, 0.50493], [-1.21289, -3.80664, 0.24630], [-1.21665, -2.88280, 1.31094], [-1.45950, -3.35192, 2.61656], [-1.63662, -4.70457, 2.86525], [-1.14058, -1.05209, 0.94294], [-2.96803, -0.74826, 0.91550], [-3.45692, 0.57203, 0.95052], [-4.81790, 0.85242, 0.77293], [-5.73895, -0.19695, 0.65461], [-5.28311, -1.51930, 0.72326], [-3.91604, -1.78691, 0.85748], [-0.75427, -0.43765, 2.62976], [-1.61488, 0.32190, 3.43564], [-1.26289, 0.69373, 4.74034], [-0.01472, 0.31146, 5.26859], [0.85026, -0.46530, 4.48157], [0.47105, -0.85208, 3.19146], [-1.75510, -6.68950, 2.00175], [-1.33766, -5.84944, -0.34267], [-1.02190, -3.47809, -0.76536], [-1.49494, -2.63581, 3.44994], [-1.80904, -5.03654, 3.90880], [-2.75712, 1.39657, 1.15327], [-5.15237, 1.89047, 0.73025], [-6.80802, 0.00972, 0.54516], [-5.97970, -2.34802, 0.66828], [-3.58552, -2.82235, 0.93148], [-2.59525, 0.61236, 3.07864], [-1.95587, 1.26480, 5.34971], [0.26266, 0.57715, 6.28455], [1.81381, -0.79723, 4.88232], [1.11973, -1.52950, 2.63218]], "lowdin_spin": [1.022, 0.111, 0.141, 0.067, 0.007, 0.109, 0.612, 0.041, 0.032, 0.007, 0.028, 0.065, 0.019, 0.018, 0.007, 0.026, 0.011, 0.022, 0.035, 0.000, 0.000, 0.005, 0.000, 0.000, 0.001, 0.000, 0.005, 0.000, 0.010, 0.005, 0.000, 0.002, 0.000, 0.001, 0.002, 0.000, 0.000, 0.000, 0.003, 0.000, 0.004, 0.000, 0.000, 0.001, 0.001, 0.001, 0.216, 0.085, 0.040, 0.223, 0.048, 0.087, 0.338, 0.023, 0.001, 0.000, 0.008, 0.000, 0.003, 0.057, 0.004, 0.040, 0.127, 0.027, 0.022, 0.118, 0.015, 0.003, 0.001, 0.007, 0.000, 0.008, 0.022, 0.004, 0.008, 0.017, 0.000, 0.018, 0.002, 0.000, 0.001, 0.000, 0.001, 0.000, 0.000, 0.000, 0.000, 0.001, 0.000, 0.000, 0.001, 0.000, 0.000]}



2.
{"formula": "C35H53B2Br40Cl2F3N3O7", "method": "wB97M-V/def2-TZVPD", "charge": 1, "homo_energy_ha": -0.4167, "gap_ha": 0.310, "elements": ["C", "C", "C", "O", "C", "N", "C", "Cl", "C", "C", "Cl", "C", "N", "B", "O", "O", "C", "C", "C", "F", "B", "O", "O", "C", "Br", "O", "C", "C", "C", "C", "C", "C", "C", "C", "F", "C", "C", "F", "N", "O", "H", "H", "H", "H", "H", "H", "H", "H", "H", "H", "H", "H", "H", "H", "H", "H", "H", "H", "H", "H", "H", "H", "H", "H", "H", "H", "H", "H", "H", "H", "H", "H", "H", "H", "H", "H", "H", "H", "H", "H", "C", "Br", "Br", "Br", "H", "C", "Br", "Br", "Br", "H", "C", "Br", "Br", "Br", "H", "C", "Br", "Br", "Br", "H", "C", "Br", "Br", "Br", "H", "C", "Br", "Br", "Br", "H", "C", "Br", "Br", "Br", "H", "C", "Br", "Br", "Br", "H", "C", "Br", "Br", "Br", "H", "C", "Br", "Br", "Br", "H", "C", "Br", "Br", "Br", "H", "C", "Br", "Br", "Br", "H", "C", "Br", "Br", "Br", "H"], "xyz": [[1.28316, -2.44555, 8.43651], [0.34814, -1.68867, 7.50535], [0.15456, -2.42750, 6.22841], [-0.72590, -1.68667, 5.39197], [-0.88934, -2.25908, 4.15064], [-1.16188, -1.20938, 3.15081], [-2.28323, -1.43516, 2.29802], [-1.85054, -1.74920, 0.68399], [-3.56632, -1.42608, 2.71240], [-4.73497, -1.70505, 1.85881], [-3.89341, -1.09243, 4.35141], [-0.46814, -0.09367, 2.97423], [-0.99679, 0.82661, 2.13837], [-2.13591, 1.72866, 2.65689], [-3.30615, 1.62248, 2.00166], [-1.99699, 2.61422, 3.65068], [-2.16860, 2.28326, 5.06207], [-2.33756, 3.58772, 5.80400], [-0.09258, 1.47560, 1.18538], [-0.23098, 0.74993, 0.02032], [-0.55533, 2.98106, 0.73706], [-1.25369, 3.06153, -0.41783], [-0.36905, 4.08160, 1.48258], [1.41044, 1.39349, 1.62795], [2.13699, -0.27780, 0.91179], [2.01548, 2.57950, 1.24356], [3.25635, 2.68784, 0.53506], [3.69710, 4.15535, 0.50279], [2.54897, 5.12437, 0.64172], [4.51664, 4.42604, -0.74124], [5.33786, 5.71795, -0.65624], [4.99240, 6.66706, -1.78905], [6.82530, 5.42254, -0.62405], [1.43850, 1.33744, 3.15996], [0.74893, 2.44190, 3.60113], [2.79892, 1.41462, 3.85983], [3.31652, 2.82836, 4.02891], [3.73714, 0.66679, 3.18693], [0.66233, 0.17459, 3.66101], [1.56530, -0.90282, 3.84711], [0.74526, -3.08333, 9.11670], [2.00887, -3.03283, 7.89363], [1.83450, -1.74075, 9.03876], [0.77124, -0.72170, 7.28881], [-0.61139, -1.56769, 7.98622], [-0.25236, -3.41600, 6.41670], [1.11424, -2.55971, 5.73861], [-0.01735, -2.83624, 3.87148], [-1.73961, -2.92284, 4.13166], [-5.63882, -1.58013, 2.42393], [-4.72691, -1.05225, 1.00344], [-4.70159, -2.73519, 1.53666], [-3.20575, 1.22471, 1.13249], [-3.05035, 1.67042, 5.15679], [-1.27710, 1.76801, 5.39064], [-3.25624, 3.61328, 6.36467], [-2.40014, 4.37372, 5.07054], [-1.49488, 3.79761, 6.42871], [-1.02134, 3.86918, -0.87865], [0.28280, 3.99651, 2.18001], [4.02464, 2.12830, 1.04163], [3.14100, 2.33416, -0.47736], [4.33566, 4.30556, 1.36868], [1.76195, 4.90601, -0.06321], [2.14844, 5.11670, 1.64148], [2.89449, 6.13109, 0.46640], [3.82085, 4.53160, -1.56299], [5.18624, 3.59516, -0.88562], [5.08941, 6.22843, 0.26439], [3.92023, 6.75098, -1.88756], [5.38368, 6.28750, -2.72329], [5.36915, 7.65963, -1.59431], [7.09551, 4.66752, -1.34426], [7.37133, 6.32949, -0.82874], [7.12094, 5.11855, 0.36891], [2.69314, 0.98620, 4.84346], [4.37959, 2.79208, 3.85367], [2.88741, 3.53964, 3.34778], [3.17966, 3.16076, 5.04179], [1.42527, -1.53422, 3.13047], [-6.09531, -3.12964, -2.74357], [-7.58424, -3.86656, -1.79204], [-5.94257, -1.24146, -2.43265], [-4.46252, -4.06638, -2.34487], [-6.28889, -3.26445, -3.79745], [-3.47902, 1.11197, -5.06390], [-3.35451, 1.33288, -3.15805], [-4.16019, -0.61843, -5.53135], [-4.52108, 2.51325, -5.85635], [-2.48164, 1.18822, -5.46086], [-2.78540, -7.40874, -0.70106], [-2.06607, -7.83743, -2.42523], [-2.11329, -5.72568, -0.04976], [-4.70349, -7.46469, -0.66285], [-2.43862, -8.17589, -0.02721], [0.44419, -1.60305, -10.86572], [1.06731, -0.62880, -9.33100], [-0.67798, -3.08441, -10.38001], [-0.41918, -0.45636, -12.14173], [1.31657, -2.01328, -11.34894], [-0.25042, 3.99301, 9.48197], [-0.28706, 2.29652, 8.56804], [0.23087, 5.42428, 8.29420], [-1.90805, 4.33611, 10.37906], [0.52015, 3.92916, 10.23356], [-0.03983, -5.28117, -5.83482], [-0.03916, -7.20007, -5.82958], [-1.57308, -4.62470, -4.88265], [1.59976, -4.55611, -5.13732], [-0.12382, -4.95849, -6.86128], [-6.61863, 4.15614, -1.77493], [-6.82098, 2.29511, -2.22690], [-4.78701, 4.73037, -1.81817], [-7.72013, 5.25975, -2.89157], [-6.96569, 4.27555, -0.76123], [4.13704, -1.54850, -3.02726], [5.15908, 0.05000, -2.76815], [4.70643, -2.94831, -1.84221], [2.25302, -1.21839, -2.86794], [4.31744, -1.88491, -4.03639], [-3.48505, -10.12969, 2.52933], [-2.78081, -10.60457, 0.80683], [-2.77316, -8.43858, 3.11124], [-5.40114, -10.13350, 2.53706], [-3.15547, -10.87982, 3.23036], [5.91355, -2.51760, -7.16424], [7.63251, -2.79985, -6.36210], [4.56042, -3.60191, -6.33076], [5.42700, -0.65966, -7.16407], [5.98000, -2.83177, -8.19380], [10.15652, 5.15963, -3.18414], [11.13663, 5.82205, -1.67313], [9.62521, 3.32795, -2.93640], [8.64515, 6.27414, -3.58331], [10.81510, 5.19000, -4.03725], [-1.51686, -7.47758, -10.56559], [-2.26390, -8.13037, -8.91724], [-2.72334, -6.32655, -11.51641], [0.22838, -6.68075, -10.39110], [-1.37204, -8.35520, -11.17522], [-10.89208, -2.34897, -4.00354], [-10.32832, -1.09649, -2.66058], [-9.42792, -2.92905, -5.10830], [-11.82613, -3.83834, -3.23468], [-11.58357, -1.83134, -4.64879]], "mulliken_charge": [-1.443, 0.210, -0.703, -0.071, -1.345, 0.535, -0.205, 0.109, 1.098, -1.523, -0.184, -1.247, 0.684, 0.412, -0.685, -0.022, 0.559, -1.161, 0.612, -0.540, 0.956, -0.293, -0.822, -1.170, 0.000, 0.338, -1.060, 0.973, -1.407, -1.351, 1.128, -1.773, -1.820, 0.341, -0.406, -0.055, -1.552, -0.407, 0.781, -0.339, 0.353, 0.398, 0.378, -0.076, 0.318, 0.400, 0.264, 0.447, 0.860, 0.456, 0.297, 0.343, 0.255, 0.208, -0.054, 0.426, 0.371, -0.038, 0.236, 0.284, 0.345, 0.625, 0.221, 0.123, 0.172, 0.651, 0.458, 0.469, 0.257, 0.431, 0.361, 0.407, 0.342, 0.476, 0.353, 0.684, 0.448, 0.212, 0.412, 0.336, -0.464, -0.053, 0.132, 0.134, 0.300, -0.389, 0.066, -0.023, -0.019, 0.377, -0.038, 0.027, 0.042, 0.057, -0.132, -0.408, 0.003, 0.080, -0.027, 0.364, -0.395, 0.048, -0.026, 0.008, 0.377, -0.333, -0.045, 0.059, 0.113, 0.214, -0.338, -0.001, -0.022, -0.025, 0.343, 0.353, -0.037, 0.007, 0.053, -0.389, -0.317, -0.009, -0.013, 0.010, 0.336, -0.375, -0.012, 0.022, -0.012, 0.369, -0.332, -0.009, -0.015, 0.002, 0.342, -0.284, -0.002, -0.020, -0.044, 0.324, -0.354, 0.003, -0.021, -0.006, 0.364]}



E_tot list, top to bottom, in Ha: -3217.56909; -106286.38976